ORCA calculation (the ωB97M-V functional and the def2-TZVPD basis) on a structure of composition C17H19Cl2N3O4 in a non-equilibrium geometry.

```
45
Properties=species:S:1:pos:R:3
C 1.01 2.62 6.09
C 1.98 2.25 4.81
H 2.54 3.04 4.48
H 2.75 1.52 5.19
O 1.46 1.97 3.69
C 0.93 0.62 3.87
O 1.12 -0.09 4.82
N 0.35 0.16 2.71
C -0.08 -1.19 2.54
C 0.53 -1.74 1.26
N 0.86 -0.91 0.45
C 1.39 -1.35 -0.87
C 0.13 -1.45 -1.91
O -0.84 -2.54 -1.55
N 0.09 -0.69 -2.88
C 0.97 0.23 -2.79
O 1.14 1.22 -3.74
C 1.95 -0.16 -1.74
H 2.92 -0.79 -2.34
H 2.22 0.61 -1.12
C -1.01 -0.64 -3.76
C -1.73 -1.87 -4.09
C -2.74 -1.88 -5.12
C -3.35 -0.56 -5.44
C -2.47 0.43 -5.10
C -1.66 0.54 -4.22
H -1.23 1.68 -3.81
H -3.09 1.40 -5.37
Cl -4.58 -0.42 -6.59
Cl -3.40 -3.20 -5.82
H -1.19 -2.89 -3.98
H 1.97 -2.15 -0.79
C -0.17 0.27 0.32
H 0.07 1.11 -0.53
C 0.01 1.18 1.64
H -0.96 1.50 1.84
H 1.00 1.75 1.48
H -1.40 -0.07 0.33
H 1.47 -2.27 1.66
H -0.15 -2.65 1.04
H -1.45 -1.10 2.33
H -0.13 -1.74 3.66
H 1.69 3.09 7.02
H 0.37 3.51 5.81
H 0.69 1.67 6.52
```

The calculation puts the molecular weight at 400.3 g mol⁻¹. The net charge is 0. The lowest unoccupied orbital energy is -0.756 eV. For the HOMO energy, the calculation gives -8.668 eV.

Atomic partial charges in e from the Mulliken method, atoms 1 to 2: C -1.037; C -0.506

=====

ORCA calculation (the ωB97M-V functional and the def2-TZVPD basis) on the ion C9H16N with charge +1 in a non-equilibrium geometry.

```
26
Properties=species:S:1:pos:R:3
C 0.61 -3.39 -0.47
C 1.11 -2.29 0.10
C 2.40 -2.00 -0.52
N 2.82 -0.78 -0.73
C 0.35 -1.27 0.89
C -0.59 -0.51 -0.11
C -1.05 0.78 -0.07
C -1.99 1.39 -1.01
C -0.49 1.73 0.92
C -1.42 2.92 1.05
H 1.37 -3.92 -1.11
H -0.37 -3.91 -0.44
H 3.09 -2.66 -0.84
H 2.36 0.03 -0.27
H 3.67 -0.36 -1.24
H -0.21 -1.91 1.62
H 0.92 -0.60 1.53
H -0.94 -1.29 -0.77
H -2.19 0.72 -1.89
H -1.84 2.41 -1.39
H -3.02 1.42 -0.56
H 0.50 2.18 0.60
H -0.21 1.25 1.79
H -0.97 3.70 1.78
H -2.49 2.86 1.12
H -1.42 3.51 0.02
```

The calculation puts the molecular weight at 138.2 g mol⁻¹. The energy above the lowest of the compared OMol25 structures with the same formula, charge and spin comes out at 324.81 kJ/mol. The net charge is +1. The lowest unoccupied orbital energy is -4.897 eV. The SMILES is C=C(C=[NH2+])C/C=C(/C)CC. For the HOMO energy, the calculation gives -12.171 eV.

Atomic partial charges in e from the Mulliken method, atoms 1 to 2: C -0.869; C 0.614

=====

ORCA calculation (the ωB97M-V functional and the def2-TZVPD basis) on the molecule C3H8N4 in a non-equilibrium geometry.

```
15
Properties=species:S:1:pos:R:3
C -0.27 -2.65 -1.26
N -0.19 -1.59 -0.57
N 0.06 -0.46 -1.33
C 0.30 0.63 -0.69
N 0.18 1.03 0.61
C 0.52 2.39 1.17
N -0.54 0.24 1.59
H -0.27 -2.70 -2.44
H -0.54 -3.49 -0.62
H 0.74 1.37 -1.37
H 1.13 2.27 2.12
H 1.20 3.02 0.47
H -0.34 2.92 1.52
H -0.31 -0.63 1.30
H -1.57 0.46 1.56
```

The calculation puts the molecular weight at 100.1 g mol⁻¹. The energy above the lowest of the compared OMol25 structures with the same formula, charge and spin comes out at 376.27 kJ/mol. The net charge is 0. The lowest unoccupied orbital energy is 0.950 eV. The SMILES is C=N/N=C\N(C)N. For the HOMO energy, the calculation gives -8.221 eV.

Atomic partial charges in e from the Mulliken method, atoms 1 to 2: C -0.356; N -0.201

=====

ORCA calculation (the ωB97M-V functional and the def2-TZVPD basis) on a structure of composition C3CuO2 in a non-equilibrium geometry.

```
6
Properties=species:S:1:pos:R:3
O 0.38 -0.74 -0.11
C 1.56 -0.13 0.03
C 2.69 0.36 0.12
O -0.73 1.21 -0.11
C -0.82 0.02 -0.34
Cu -3.08 -0.71 0.41
```

The calculation puts the molecular weight at 131.6 g mol⁻¹. The net charge is -1. The lowest unoccupied orbital energy (spin up / spin down) is 1.168 / 1.069 eV. For the HOMO energy (spin up / spin down), the calculation gives -2.851 / -3.060 eV.

Atomic partial charges in e from the Mulliken method, atoms 1 to 2: O -0.455; C 0.144

=====

ORCA calculation (the ωB97M-V functional and the def2-TZVPD basis) on a cluster of 2 separate species, C3H8N4 in total in a non-equilibrium geometry.

```
15
Properties=species:S:1:pos:R:3
C 0.45 1.51 -1.37
C 0.92 -0.88 0.46
C -1.30 0.14 1.21
N -1.48 -1.51 -1.74
N -1.10 -1.08 -0.77
N 1.56 1.22 -1.39
N -0.42 -0.50 0.11
H -0.44 2.01 -1.19
H 0.93 -1.13 1.57
H 1.23 -1.70 -0.23
H 1.56 0.04 0.27
H -1.39 1.16 0.85
H -2.27 -0.36 1.41
H -0.81 0.01 2.24
H 2.54 1.07 -1.43
```

The calculation puts the molecular weight at 100.1 g mol⁻¹. The energy above the lowest of the compared OMol25 structures with the same formula, charge and spin comes out at 478.48 kJ/mol. The net charge is +2. The lowest unoccupied orbital energy is -9.952 eV. For the HOMO energy, the calculation gives -20.434 eV.

Atomic partial charges in e from the Mulliken method, atoms 1 to 2: C 0.078; C -0.666

=====

ORCA calculation (the ωB97M-V functional and the def2-TZVPD basis) on a structure of composition C14H13HfNO11P2 in a non-equilibrium geometry.

```
42
Properties=species:S:1:pos:R:3
Hf -0.07 1.35 0.70
O -1.23 -0.45 0.90
C -0.93 -1.64 0.71
C 0.39 -2.14 0.66
C 0.46 -3.55 0.49
C 1.71 -4.05 0.22
C 2.82 -3.25 0.05
C 2.76 -1.89 0.32
C 1.57 -1.28 0.71
O 1.47 -0.01 0.90
N 1.81 -5.52 -0.05
O 2.87 -5.93 -0.61
O 0.93 -6.29 0.28
H -1.73 -2.36 0.75
H -0.44 -4.10 0.49
H 3.79 -3.65 -0.24
H 3.54 -1.17 0.21
O 1.38 5.10 1.78
P 1.15 3.71 2.62
O 1.99 3.62 3.82
O 1.24 2.52 1.54
O -0.43 3.93 2.87
P -1.80 3.87 2.08
O -1.69 5.03 0.97
O -2.97 4.05 2.90
O -1.57 2.57 1.25
H 2.32 5.33 1.82
H -2.31 5.79 1.18
C 0.04 1.98 -1.45
C -0.72 0.79 -1.83
C -2.14 0.71 -1.68
C -2.88 -0.48 -1.91
C -2.19 -1.60 -2.36
C -0.83 -1.49 -2.66
C -0.04 -0.34 -2.41
H -0.48 2.97 -1.43
H 0.93 1.98 -1.94
H -2.67 1.56 -1.29
H -3.94 -0.59 -1.82
H -2.71 -2.42 -2.85
H -0.43 -2.35 -3.11
H 1.01 -0.30 -2.57
```

The calculation puts the molecular weight at 611.7 g mol⁻¹. The net charge is 0. The lowest unoccupied orbital energy is -1.764 eV. For the HOMO energy, the calculation gives -8.939 eV.

Atomic partial charges in e from the Mulliken method, atoms 1 to 2: Hf 1.937; O -0.556